Record 1
# C32H78AsF15N6O14

A molecular structure, C32H78AsF15N6O14 (the ωB97M-V functional and the def2-TZVPD basis, the Open Molecules 2025 dataset).

Element x y z (Å)
C  -9.430  5.070  21.283
C  -9.329  6.598  21.429
C  -7.883  6.982  21.737
O  -7.044  6.674  20.661
C  -5.669  6.455  20.981
N  -9.629  7.251  20.098
H  -8.990  6.854  19.394
H  -10.540  6.978  19.724
H  -9.459  8.251  20.031
H  -8.961  4.627  22.165
H  -8.889  4.637  20.443
H  -10.471  4.752  21.340
H  -10.094  6.865  22.151
H  -7.536  6.557  22.684
H  -7.812  8.063  21.929
H  -5.260  6.251  19.995
H  -5.568  5.608  21.661
H  -5.271  7.365  21.434
C  -14.330  10.437  18.689
C  -13.458  9.341  19.293
C  -13.416  9.258  20.802
O  -12.727  8.101  21.257
C  -12.706  8.128  22.682
N  -13.774  7.949  18.765
H  -13.840  7.867  17.731
H  -13.048  7.278  19.037
H  -14.708  7.642  19.037
H  -15.375  10.267  18.954
H  -14.346  10.352  17.602
H  -13.917  11.380  19.038
H  -12.441  9.509  18.931
H  -14.402  9.464  21.232
H  -12.774  10.068  21.169
H  -13.679  7.767  23.024
H  -12.360  9.089  23.064
H  -12.054  7.350  23.085
C  -12.400  0.843  20.522
C  -13.847  1.263  20.689
C  -14.442  2.033  19.516
O  -15.792  2.359  19.769
C  -16.450  2.781  18.629
N  -14.675  -0.016  20.855
H  -14.468  -0.649  20.064
H  -14.574  -0.496  21.747
H  -15.655  0.272  20.839
H  -11.904  0.502  21.434
H  -11.782  1.665  20.163
H  -12.380  -0.038  19.877
H  -14.118  1.841  21.575
H  -14.354  1.437  18.603
H  -13.751  2.875  19.395
H  -15.991  3.664  18.163
H  -17.459  3.084  18.915
H  -16.588  2.082  17.795
C  -9.649  0.120  18.813
C  -8.742  1.263  19.170
C  -7.431  0.938  19.889
O  -6.741  2.172  20.045
C  -5.475  2.017  20.670
N  -8.417  2.059  17.915
H  -9.246  2.325  17.378
H  -7.952  2.955  18.071
H  -7.771  1.526  17.334
H  -10.476  0.392  18.156
H  -10.091  -0.340  19.697
H  -9.198  -0.765  18.353
H  -9.420  1.908  19.730
H  -6.883  0.102  19.446
H  -7.658  0.686  20.929
H  -5.484  1.521  21.645
H  -5.122  3.021  20.900
H  -4.807  1.504  19.977
C  -11.095  6.320  12.611
C  -11.321  5.356  13.769
C  -10.334  4.185  13.713
O  -10.522  3.583  12.454
C  -9.507  2.650  12.068
N  -11.137  6.066  15.077
H  -11.299  5.480  15.889
H  -10.236  6.530  15.181
H  -11.883  6.778  15.214
H  -11.361  5.897  11.643
H  -10.012  6.474  12.587
H  -11.623  7.272  12.574
H  -12.375  5.096  13.857
H  -10.547  3.445  14.497
H  -9.277  4.449  13.827
H  -9.793  2.305  11.075
H  -9.536  1.835  12.789
H  -8.567  3.173  11.877
N  -11.853  4.708  18.422
O  -12.069  5.618  19.257
O  -12.175  4.918  17.255
O  -11.407  3.602  18.809
As  -7.669  5.512  16.637
F  -6.049  6.066  16.325
F  -8.094  6.940  17.645
F  -9.265  4.757  16.942
F  -7.237  4.114  15.703
F  -7.144  4.705  18.119
F  -8.207  6.337  15.193
C  -14.320  7.945  14.987
O  -14.311  6.530  14.637
O  -13.158  8.178  15.660
C  -14.547  8.727  13.663
F  -13.985  9.943  13.538
F  -14.060  8.035  12.597
F  -15.860  8.915  13.452
C  -15.094  5.670  15.429
C  -15.065  4.240  14.878
H  -15.735  3.474  15.263
H  -15.349  4.275  13.820
H  -14.030  3.896  14.819
H  -16.160  5.919  15.355
H  -14.812  5.723  16.485
H  -15.133  8.009  15.720
C  -14.036  3.014  24.960
O  -14.815  3.434  23.791
O  -14.905  2.556  25.865
C  -12.886  2.103  24.387
F  -12.302  2.618  23.285
F  -11.937  1.802  25.288
F  -13.428  0.898  24.034
C  -14.619  4.704  23.248
C  -14.199  4.574  21.764
H  -13.790  5.531  21.428
H  -13.426  3.815  21.635
H  -15.052  4.247  21.167
H  -13.861  5.314  23.750
H  -15.571  5.245  23.255
H  -13.509  3.866  25.426
C  -14.161  -2.022  17.541
O  -13.615  -0.691  17.548
O  -14.166  -2.498  18.796
C  -15.493  -1.876  16.755
F  -15.352  -1.509  15.470
F  -16.109  -3.094  16.729
F  -16.358  -1.086  17.410
C  -12.795  -0.340  16.464
C  -12.758  1.183  16.311
H  -13.757  1.552  16.074
H  -12.453  1.642  17.257
H  -12.096  1.520  15.511
H  -13.086  -0.574  15.436
H  -11.738  -0.613  16.566
H  -13.481  -2.698  16.999

Output
gap between HOMO and LUMO = 0.179 hartree
M = 1130.90 g mol⁻¹

Record 2
# C32H80ClN4O4

A molecular structure, C32H80ClN4O4 (the ωB97M-V functional and the def2-TZVPD basis, the Open Molecules 2025 dataset).

Element x y z (Å)
Cl  1.489  -13.507  7.859
C  -0.760  -10.071  8.160
C  0.171  -11.139  8.652
N  0.013  -11.668  10.126
C  0.448  -10.513  11.028
C  -1.496  -12.030  10.561
C  -2.031  -13.314  10.004
C  0.944  -12.878  10.301
C  0.861  -13.544  11.688
O  1.431  -12.698  12.646
C  1.462  -13.448  13.861
H  -0.618  -9.720  7.138
H  -0.747  -9.085  8.624
H  -1.823  -10.271  8.027
H  1.230  -10.892  8.569
H  0.036  -12.042  8.057
H  1.531  -10.510  11.151
H  0.196  -10.652  12.080
H  -0.179  -9.670  10.736
H  -2.018  -11.189  10.104
H  -1.717  -12.057  11.628
H  -1.849  -13.614  8.972
H  -3.120  -13.324  10.044
H  -1.861  -14.187  10.635
H  1.957  -12.526  10.106
H  0.652  -13.602  9.540
H  1.482  -14.438  11.628
H  -0.181  -13.736  11.941
H  0.704  -14.195  14.097
H  1.677  -12.909  14.784
H  2.378  -14.027  13.744
C  2.486  -14.161  10.099
C  3.350  -12.974  9.700
N  4.575  -12.686  10.637
C  5.243  -11.362  10.116
C  4.258  -12.634  12.165
C  3.381  -11.440  12.484
C  5.611  -13.853  10.389
C  6.748  -13.938  11.490
O  6.378  -14.495  12.684
C  5.931  -15.784  12.806
H  2.985  -15.129  10.066
H  1.654  -14.278  9.405
H  2.190  -14.038  11.141
H  2.700  -12.103  9.616
H  3.688  -13.132  8.675
H  4.598  -10.484  10.121
H  5.350  -11.405  9.032
H  6.201  -11.170  10.601
H  5.159  -12.405  12.734
H  3.837  -13.572  12.528
H  4.077  -10.605  12.403
H  2.978  -11.321  13.490
H  2.531  -11.195  11.848
H  6.042  -13.716  9.397
H  4.964  -14.731  10.398
H  7.365  -13.045  11.590
H  7.465  -14.668  11.114
H  6.522  -16.425  13.459
H  5.828  -16.298  11.850
H  4.900  -15.785  13.160
C  4.675  -10.733  4.659
C  3.349  -10.199  5.312
N  2.619  -11.118  6.243
C  3.497  -11.309  7.606
C  1.278  -10.523  6.798
C  1.428  -9.001  7.123
C  2.324  -12.420  5.387
C  1.631  -12.215  3.987
O  1.445  -13.496  3.533
C  1.028  -13.641  2.265
H  4.501  -11.217  3.698
H  5.334  -11.264  5.347
H  5.362  -9.923  4.413
H  2.682  -9.569  4.724
H  3.667  -9.502  6.088
H  4.511  -11.660  7.410
H  3.054  -12.116  8.189
H  3.570  -10.411  8.220
H  1.070  -11.120  7.686
H  0.449  -10.723  6.119
H  1.312  -8.442  6.195
H  2.362  -8.609  7.526
H  0.574  -8.698  7.728
H  1.599  -12.993  5.965
H  3.284  -12.936  5.421
H  2.294  -11.667  3.318
H  0.724  -11.618  4.075
H  1.174  -14.705  2.077
H  1.658  -13.047  1.603
H  -0.034  -13.482  2.077
C  1.177  -15.729  5.637
C  -0.159  -15.601  6.270
N  -1.082  -14.344  5.834
C  -0.951  -14.077  4.286
C  -2.635  -14.563  5.947
C  -3.356  -14.804  7.345
C  -0.564  -13.186  6.574
C  -1.269  -11.786  6.570
O  -1.314  -11.301  5.234
C  -2.339  -10.250  5.098
H  1.682  -16.600  6.055
H  1.898  -14.924  5.780
H  1.017  -15.821  4.563
H  -0.118  -15.775  7.345
H  -0.725  -16.520  6.120
H  -0.036  -13.605  3.930
H  -1.703  -13.325  4.046
H  -1.201  -14.888  3.602
H  -2.728  -15.535  5.463
H  -3.191  -13.866  5.321
H  -2.887  -15.563  7.971
H  -4.404  -15.082  7.233
H  -3.312  -13.916  7.976
H  0.445  -12.965  6.225
H  -0.371  -13.516  7.595
H  -0.741  -11.012  7.125
H  -2.206  -12.022  7.073
H  -2.443  -10.020  4.037
H  -2.066  -9.406  5.731
H  -3.336  -10.531  5.437

Output
relative energy (zero: lowest compared OMol25 entry of this formula, charge and spin) = 692.6 kcal/mol
gap between HOMO and LUMO = 0.355 hartree
net charge = +3
M = 620.47 g mol⁻¹

Record 3
# C32H81Br6N7O17

14 unconnected molecules or ions with the total composition C32H81Br6N7O17 (the ωB97M-V functional and the def2-TZVPD basis, the Open Molecules 2025 dataset).

Element x y z (Å)
C  -1.324  -1.560  -0.141
C  -1.091  -0.060  -0.317
N  0.263  0.372  0.183
C  1.380  -0.449  -0.387
C  0.534  1.826  -0.138
C  0.609  2.200  -1.604
C  0.432  0.234  1.689
C  -0.235  1.180  2.668
O  -1.610  1.234  2.433
C  -2.237  2.088  3.367
H  -0.972  -1.954  0.813
H  -0.817  -2.128  -0.922
H  -2.387  -1.793  -0.178
H  -1.834  0.482  0.261
H  -1.064  0.222  -1.367
H  1.406  -1.422  0.109
H  2.343  0.015  -0.190
H  1.177  -0.573  -1.450
H  1.441  1.996  0.426
H  -0.275  2.276  0.441
H  -0.384  2.224  -2.061
H  1.175  1.523  -2.243
H  1.019  3.210  -1.626
H  1.504  0.278  1.888
H  0.167  -0.781  1.985
H  0.297  2.135  2.555
H  0.006  0.805  3.667
H  -1.903  1.762  4.360
H  -3.324  2.083  3.385
H  -2.000  3.153  3.254
O  2.723  -2.175  2.222
H  3.435  -2.763  2.471
C  0.895  -4.495  1.709
N  1.828  -5.053  2.712
O  1.378  -5.515  3.734
O  2.984  -5.133  2.397
H  0.004  -5.112  1.637
H  1.446  -4.335  0.792
H  0.584  -3.498  2.018
C  4.801  0.249  -2.643
N  4.219  -0.368  -3.875
O  4.938  -0.699  -4.783
O  3.005  -0.408  -3.941
H  5.765  -0.157  -2.366
H  4.117  0.017  -1.834
H  4.791  1.285  -2.979
C  1.034  -2.219  -5.400
N  -0.144  -1.480  -4.822
O  -1.193  -1.572  -5.420
O  0.036  -0.867  -3.790
H  0.624  -3.179  -5.699
H  1.732  -2.329  -4.581
H  1.385  -1.604  -6.223
C  1.315  -1.659  5.223
N  -0.109  -1.205  5.426
O  -0.303  -0.280  6.189
O  -0.990  -1.788  4.834
H  1.752  -1.659  6.215
H  1.701  -0.953  4.491
H  1.335  -2.647  4.775
C  -3.639  -0.435  -3.642
N  -3.521  1.050  -3.563
O  -4.469  1.684  -3.952
O  -2.476  1.498  -3.143
H  -3.118  -0.631  -4.578
H  -4.669  -0.764  -3.646
H  -3.081  -0.889  -2.830
C  -1.568  4.581  -2.749
N  -2.162  4.628  -1.394
O  -1.496  4.239  -0.461
O  -3.335  4.906  -1.319
H  -1.315  5.606  -3.012
H  -2.262  4.173  -3.475
H  -0.714  3.921  -2.642
Br  -1.211  1.808  -6.471
C  0.459  2.492  -5.746
C  1.646  1.801  -6.371
Br  3.350  2.573  -5.852
H  0.384  2.561  -4.667
H  0.575  3.500  -6.149
H  1.650  1.895  -7.451
H  1.728  0.756  -6.078
Br  -4.808  1.049  5.780
C  -3.952  -0.762  5.915
C  -4.909  -1.646  6.669
Br  -4.080  -3.416  6.922
H  -3.021  -0.643  6.458
H  -3.789  -1.080  4.892
H  -5.855  -1.822  6.167
H  -5.142  -1.224  7.642
Br  3.442  1.915  2.091
C  4.483  0.355  2.819
C  5.053  -0.466  1.684
Br  6.109  0.650  0.454
H  3.722  -0.294  3.257
H  5.204  0.766  3.515
H  4.231  -0.903  1.125
H  5.706  -1.245  2.070
C  -4.307  1.969  -0.476
C  -5.332  0.912  -0.124
O  -4.977  -0.267  -0.829
C  -5.592  -1.448  -0.346
C  -5.416  -2.533  -1.395
H  -4.410  2.149  -1.552
H  -4.564  2.910  0.011
H  -3.255  1.734  -0.339
H  -5.268  0.663  0.949
H  -6.382  1.202  -0.245
H  -4.958  -1.797  0.478
H  -6.636  -1.352  -0.045
H  -5.637  -3.520  -0.981
H  -4.352  -2.597  -1.641
H  -5.957  -2.408  -2.332
C  0.837  -4.283  -2.470
C  2.118  -5.100  -2.725
O  2.875  -4.377  -3.688
C  3.839  -5.185  -4.349
C  4.771  -4.225  -5.088
H  0.418  -4.062  -3.447
H  0.160  -4.888  -1.866
H  1.054  -3.367  -1.921
H  2.659  -5.348  -1.812
H  1.727  -5.967  -3.271
H  4.500  -5.678  -3.624
H  3.340  -5.951  -4.947
H  5.429  -3.704  -4.400
H  4.142  -3.511  -5.622
H  5.364  -4.802  -5.799
C  1.633  2.841  5.323
C  1.578  4.357  5.399
O  0.633  4.730  4.367
C  0.694  6.130  4.131
C  -0.250  6.356  2.953
H  0.627  2.419  5.336
H  2.063  2.550  4.365
H  2.180  2.428  6.172
H  1.121  4.697  6.332
H  2.568  4.786  5.233
H  0.356  6.768  4.954
H  1.708  6.392  3.808
H  -1.229  5.903  3.128
H  0.133  5.924  2.028
H  -0.538  7.392  2.748

Output
gap between HOMO and LUMO = 0.265 hartree
M = 1315.46 g mol⁻¹

How do the records compare in calculated total energy? In the order shown, they have -6381.49230 -2245.36992 -18373.58047 hartree.